This record from OMol25 describes a molecular structure, C21H28IrN3O2 at a distorted geometry. The level of theory is the ωB97M-V functional and the def2-TZVPD basis.

XYZ file:
```
55
Properties=species:S:1:pos:R:3
C 1.08021 -0.82729 -1.90180
H -3.13640 -1.09715 -5.44722
H -4.61182 0.11304 -3.94095
H -2.03757 0.28647 -5.51385
H -3.63435 0.66335 -1.77797
H 0.25193 -1.74561 4.97967
O -2.02125 -0.46464 -2.40744
H -1.70745 -2.05723 -3.84334
C 1.95141 0.18890 -4.19503
H 2.89460 -0.35637 -4.29797
C -3.61119 0.54722 -4.01232
H 2.26786 -2.56139 1.16563
C 1.66916 -2.22036 3.29172
C -1.72565 -0.95147 -3.75921
C 0.06273 -2.13016 1.60146
Ir 0.77809 -0.31589 2.46000
H 1.16457 -0.37353 -4.69348
H -1.22029 1.59089 3.00154
H 1.74402 -1.46353 -1.31500
C -1.14329 0.64011 7.22205
H 0.37159 -1.42223 -2.47995
O 0.37723 1.07756 -2.45645
N -0.17076 0.75325 7.87889
H -3.75063 1.51497 -4.50322
C 1.47490 -2.34423 1.88468
H 3.74103 0.92122 -2.60541
H -1.64234 -1.64980 3.02168
C -2.48996 0.33700 5.35074
H 0.66979 1.11055 4.94254
H -2.32954 1.56490 -2.68161
C 0.40330 -1.93326 3.91251
C 2.83010 1.04421 -2.00111
C -0.59725 -1.90271 2.87016
C -2.93351 0.64571 -2.62419
H 2.63643 -2.29972 3.78926
H -0.76350 0.00046 -0.90135
H -0.70330 -0.58946 -3.97638
C 1.97990 1.59946 1.88448
N -2.29273 0.51716 6.62091
C 0.56985 1.74012 1.62659
C 0.85394 1.30309 3.89444
C 2.14811 1.29811 3.26368
C 0.26597 0.25659 -1.17943
H 2.10834 1.17535 -4.64451
H 2.67224 2.12790 -1.85575
H -0.37879 -2.14523 0.60899
N -2.80287 0.16715 4.22535
H 3.00977 0.56333 -1.01734
C -2.65350 -0.32934 -4.83075
H 3.09871 1.11837 3.75893
C 1.64909 0.38036 -2.73442
H 2.78537 1.70178 1.16221
H 0.87069 0.69057 -0.36103
H 0.11840 1.98885 0.67523
C -0.14141 1.55260 2.86513
```

Summary:
⟨S²⟩ ... 8.804
Calculated total energy ... -1235.3870 Eh
Orbital gap (alpha / beta) ... 0.26674 / 0.17184 hartree
Relative energy (zero: lowest compared OMol25 entry of this formula, charge and spin) ... 0.060 eV
HOMO level (alpha / beta) ... -0.3496 / -0.4307 hartree
Net charge ... +1
Spin multiplicity ... 6

---

This record from OMol25 describes a molecular structure, C21H28N3O2PbS. The level of theory is the ωB97M-V functional and the def2-TZVPD basis.

XYZ file:
```
56
Properties=species:S:1:pos:R:3
H -0.30328 3.81293 -2.70425
C -3.77251 -0.15204 -1.55923
H -0.98484 -5.05604 -2.97962
H 0.47763 1.74759 -1.56186
H -3.55845 -0.95991 -2.26169
C -2.35499 3.18858 -2.69841
H 1.70454 2.24361 3.53573
C -2.82887 0.99497 -1.81125
C -4.73507 2.42936 -2.67823
C -1.47123 0.88160 -1.48765
H -0.29664 0.00586 2.94871
Pb 1.39451 -0.80347 0.31668
H -0.63450 -3.04314 -4.37222
H 4.04505 -2.14178 2.50924
H -5.34176 2.24861 -1.79040
H -0.67913 -0.79373 -3.34369
H 0.60046 0.34009 4.43382
C 4.39839 0.83427 0.96524
C -1.25632 -2.55246 0.93874
H 3.00806 -1.19288 4.42243
H -5.10341 1.78173 -3.47572
H 3.13058 0.44181 3.82136
O -0.25190 -1.91190 1.49532
H 5.40781 0.98621 1.36831
S 1.71574 1.86393 1.19665
N -0.98809 -0.26287 -0.73672
H 4.46159 -1.14376 0.59763
N 1.63967 -0.68074 2.87920
H -1.51965 -0.32002 0.12750
C -0.98071 -4.07486 -2.52469
H -4.89051 3.46175 -2.98426
C 4.07897 -1.05317 2.57565
C 2.95972 -0.58830 3.51350
C -3.27546 2.18839 -2.39432
C -0.99950 -1.55167 -1.36612
C 1.00201 1.73874 2.87472
H -1.34922 -4.81025 -0.53400
C -0.78397 -2.94559 -3.30495
C -1.00594 3.03626 -2.43270
H 0.09292 2.33641 2.84034
H 3.63187 2.02442 2.62259
H -3.68045 -0.56614 -0.55309
C -1.17197 -3.94330 -1.15711
C -0.56810 1.88360 -1.80497
N 3.93097 -0.53367 1.21053
C -0.79806 -1.68156 -2.73361
H 3.84708 2.89034 1.11053
H 1.21915 -1.59450 3.03387
O -2.19011 -3.01363 1.55312
H -4.80709 0.14253 -1.70552
C 3.52564 1.94502 1.54440
H 4.45902 0.96186 -0.11693
H 5.04369 -0.77479 3.01499
C 0.67052 0.31765 3.34111
H -2.70918 4.10586 -3.15213
C -1.15469 -2.68778 -0.56654
```

Summary:
Calculated total energy ... -1722.6497 Eh
Orbital gap ... 0.30679 hartree
HOMO level ... -0.4153 hartree
Net charge ... +1

---

This record from OMol25 describes C21H28N4O3S in the gas phase. The level of theory is the ωB97M-V functional and the def2-TZVPD basis.

XYZ file:
```
57
Properties=species:S:1:pos:R:3
N 2.14739 -3.22954 -1.36097
H -1.86422 -0.17960 -0.62153
H -0.84488 4.62095 1.20486
O 3.60779 -1.98553 -2.55603
C 1.03244 -4.30964 -3.91415
C -1.37159 2.83461 3.51122
C 0.36708 2.65795 0.53719
H -3.65021 -0.39230 2.49611
C 1.59875 -3.32647 -6.16346
H -0.31438 2.92170 3.24804
H 3.46434 -4.32071 -2.47734
H 0.65241 -3.35317 -3.54658
H 0.83213 -3.92409 -6.65381
H -2.35361 4.69029 3.00916
H 2.59059 -4.99174 -5.23230
C 2.04213 -0.84403 -1.17488
C 2.13960 -4.04297 -4.93203
C 2.67958 -2.05894 -1.77624
H -3.22436 3.24695 2.49561
H -2.42975 4.20526 0.49280
O 1.01625 3.60108 0.92886
H 1.87142 -6.12030 -3.10030
H -2.83091 0.88983 5.12958
C 0.11709 0.41493 -0.48817
C -2.93975 0.93342 4.03730
C 2.32499 1.35341 -0.23946
H 0.01001 -1.53958 -1.35050
H 0.20550 -4.82132 -4.41372
C -1.83059 1.65380 0.21443
H -1.52661 -1.49540 2.25449
C 2.57108 -4.50833 -1.88003
C 0.66719 -0.74302 -1.02901
S -3.47776 1.67675 0.32702
H 1.16213 -2.36981 -5.88451
H 2.39785 -3.14049 -6.87663
H 2.83544 -5.16776 -1.04652
O 0.16299 0.63902 2.43395
N -1.23910 0.56336 -0.33612
H 1.39408 -3.22251 -0.69246
C -2.23440 3.69602 2.57869
C 0.94598 1.46382 -0.07913
C -1.64199 3.87516 1.17618
H 3.93129 0.11889 -0.94214
C -1.64019 -0.86014 3.13100
H -1.50405 3.16795 4.54634
H -3.78729 1.57812 3.79926
C 2.86705 0.21634 -0.79622
C -0.92916 0.47188 2.94106
C -3.08361 -0.46159 3.42541
N -1.72111 1.43666 3.44079
H 0.61863 -5.38522 -2.09815
H -3.59100 -1.15499 4.09249
H 2.94329 2.17606 0.08375
N -1.03256 2.67614 0.62379
H -1.17658 -1.36799 3.97958
H 2.91495 -3.42469 -4.47885
C 1.48350 -5.16901 -2.73224
```

Summary:
Calculated total energy ... -1660.0697 Eh
Orbital gap ... 0.31356 hartree
Relative energy (zero: lowest compared OMol25 entry of this formula, charge and spin) ... 0.000 eV
HOMO level ... -0.3098 hartree
Net charge ... 0

---

This record from OMol25 describes C21H28N4O4 in the gas phase. The level of theory is the ωB97M-V functional and the def2-TZVPD basis.

XYZ file:
```
57
Properties=species:S:1:pos:R:3
H 1.71222 -5.13270 -2.45007
C -3.51343 6.57852 1.67577
C -0.94679 1.71109 -1.17918
H 5.18980 -4.56504 -0.09127
N -2.66500 4.53708 1.56579
C -0.73384 0.16365 0.65834
H -1.82921 5.42491 -2.24808
O -0.67875 3.47433 -2.75418
C -3.49169 4.58713 2.59424
H 3.92026 -5.57257 -2.05338
C -4.05915 5.85988 2.71493
C -0.54403 0.70065 -2.05158
O -0.08326 -2.13615 0.12137
N -2.16006 3.77571 -1.07671
C 1.32542 -4.66138 1.89765
H 1.34824 -5.72589 1.65778
C 4.25665 -4.14423 -0.47120
H -1.29638 2.19690 0.89039
O 2.93033 -6.00091 0.19926
H 1.50754 -4.54320 2.97123
N -2.68203 5.75090 1.01549
H -3.64950 3.71978 3.20403
H 1.39727 -0.93065 2.01775
C 1.34591 -2.01882 2.07909
H -0.78771 -4.40951 2.20039
H -3.65427 7.59652 1.37314
H -0.29230 -4.39181 0.50432
C 4.15469 -4.50235 -1.96502
H -3.45714 5.34615 -1.51652
C -0.36130 -0.84977 -0.22009
H 1.52826 -3.66648 -1.45712
H 5.11143 -4.30063 -2.45346
H -4.75897 6.19841 3.45023
C 3.13402 -4.80406 0.30985
H -2.48754 3.45787 -0.17229
C -1.90764 6.02983 -0.16456
C -1.21990 3.06130 -1.74468
C 1.87199 -4.04932 -2.42377
C 0.02398 -2.51968 1.48409
O 3.21965 -3.72775 -2.67225
C 2.51825 -2.59719 1.28794
H 3.45975 -2.33829 1.78988
C -0.02350 -4.05867 1.50775
H -0.45644 0.93172 -3.10209
H 1.29426 -3.57863 -3.21854
H 0.03700 -1.35278 -2.25332
H -0.82320 -2.11092 2.05057
H -0.80404 -0.01397 1.72044
H -2.00600 7.09055 -0.40030
N 2.39913 -4.03764 1.15345
C -1.02898 1.42826 0.17896
H 2.51234 -2.13134 0.29633
H -0.85646 5.79851 0.03473
C -0.26503 -0.56248 -1.58463
C -2.38924 5.17033 -1.34485
H 4.28887 -3.06392 -0.36299
H 1.39748 -2.30230 3.13009
```

Summary:
Calculated total energy ... -1337.0116 Eh
Orbital gap ... 0.34135 hartree
Relative energy (zero: lowest compared OMol25 entry of this formula, charge and spin) ... 3.596 eV
HOMO level ... -0.3181 hartree
Net charge ... 0